A molecular structure, C47H43Cl3N7O6RuS2, computed with ωB97M-V/def2-TZVPD.

Cartesian coordinates (Å):
Ru1 -0.8062 0.8507 -0.0423
O1 -2.2032 0.3272 3.8838
S1 -1.1688 -0.2528 3.0707
O2 -1.4169 -1.4487 2.3244
N1 -0.5411 0.8644 2.0415
C1 -0.2522 2.1264 2.6205
C2 -0.0782 2.4102 3.9530
C3 0.2516 3.7080 4.4027
C4 0.4198 4.7472 3.5390
C5 0.2539 4.5056 2.1545
C6 0.3921 5.5059 1.1695
C7 0.1972 5.2037 -0.1476
C8 -0.1446 3.8869 -0.4918
N2 -0.2648 2.9339 0.4055
C9 -0.0772 3.2094 1.7154
C10 0.1190 -0.7667 4.2002
C11 0.0734 -0.4044 5.5402
C12 1.0419 -0.8768 6.4136
C13 2.0453 -1.7155 5.9525
C14 2.0624 -2.1103 4.6222
C15 1.0916 -1.6489 3.7488
H1 -0.1964 1.6452 4.6930
H2 0.3655 3.8652 5.4668
H3 0.6643 5.7417 3.8850
H4 0.6407 6.5140 1.4771
H5 0.2806 5.9519 -0.9228
H6 -0.3141 3.6119 -1.5227
H7 -0.7414 0.2090 5.8965
H8 1.0034 -0.5990 7.4588
H9 2.8000 -2.0821 6.6353
H10 2.8216 -2.7923 4.2654
H11 1.0673 -1.9956 2.7237
Cl1 -4.2090 3.0355 -6.3949
C16 -3.6416 2.8273 -4.7581
C17 -2.6576 1.8966 -4.4838
C18 -2.2387 1.7693 -3.1737
Cl2 -0.9827 0.6256 -2.7775
C19 -2.7312 2.5024 -2.0823
O3 -2.3021 2.3641 -0.8916
C20 -3.7346 3.4382 -2.4434
Cl3 -4.4118 4.4202 -1.1818
C21 -4.1808 3.5992 -3.7371
H12 -2.2301 1.2883 -5.2673
H13 -4.9502 4.3262 -3.9520
C22 3.4594 -5.4351 1.1917
O4 2.1481 -4.8956 1.1421
C23 1.2599 -5.4662 0.2603
C24 1.2568 -6.8014 -0.0936
C25 0.3079 -7.2783 -0.9932
C26 -0.6168 -6.4113 -1.5403
C27 -0.6170 -5.0653 -1.1914
C28 0.3065 -4.5833 -0.2757
N3 0.4399 -3.2566 0.1411
C29 -0.3535 -2.1701 -0.0952
N4 -1.6538 -2.4224 -0.2712
C30 -2.7164 -1.5139 -0.1049
C31 -2.5672 -0.1456 0.0767
C32 -3.7229 0.5623 0.4352
C33 -4.9589 -0.0555 0.5348
C34 -5.0984 -1.4134 0.2902
C35 -3.9688 -2.1355 -0.0236
O5 -3.9754 -3.5178 -0.1691
C36 -4.9030 -4.0386 -1.1063
N5 0.1701 -0.9566 -0.1864
C37 1.6136 -0.9303 -0.0679
C38 2.1945 -0.3359 1.0491
C39 3.5605 -0.3768 1.2760
C40 4.3818 -1.0353 0.3761
C41 3.8298 -1.6125 -0.7551
C42 2.4634 -1.5514 -1.0012
O6 2.0421 -2.1936 -2.1335
C43 1.1079 -1.5115 -2.9618
H14 4.0044 -4.8385 1.9187
H15 3.9370 -5.3553 0.2124
H16 3.4580 -6.4746 1.5196
H17 1.9853 -7.4758 0.3287
H18 0.3063 -8.3243 -1.2641
H19 -1.3454 -6.7696 -2.2531
H20 -1.3181 -4.3945 -1.6655
H21 1.3395 -3.0559 0.5568
H22 -1.9397 -3.3724 -0.0658
H23 -3.6556 1.6141 0.6566
H24 -5.8216 0.5308 0.8216
H25 -6.0548 -1.9068 0.3925
H26 -4.9278 -5.1164 -0.9602
H27 -4.5817 -3.8100 -2.1272
H28 -5.9022 -3.6337 -0.9494
H29 1.5407 0.1668 1.7468
H30 3.9693 0.0976 2.1562
H31 5.4492 -1.0853 0.5392
H32 4.4444 -2.1149 -1.4889
H33 1.3336 -1.8002 -3.9877
H34 1.2367 -0.4344 -2.8472
H35 0.0803 -1.7924 -2.7228
C44 3.6479 4.7393 -1.4721
N6 2.7505 4.2520 -2.4855
C45 2.4017 5.0605 -3.6398
C46 1.4580 4.1434 -4.4444
N7 1.3665 2.9761 -3.5877
C47 2.1399 3.0503 -2.4857
S2 2.2737 1.8632 -1.3100
H36 3.2742 5.6805 -1.0621
H37 4.6460 4.9034 -1.8845
H38 3.7025 3.9978 -0.6794
H39 3.2959 5.3312 -4.2060
H40 1.9139 5.9860 -3.3182
H41 1.8834 3.8840 -5.4157
H42 0.4791 4.5959 -4.6065
H43 0.7227 2.2116 -3.7117

As for the total charge: 0. As for the relative energy (zero: lowest compared OMol25 entry of this formula, charge and spin): 43.4 kcal/mol. The LUMO energy (spin up / spin down) is -0.05 / -0.27 eV. The spin multiplicity is 2. The largest force on an atom is 0.70 eV/A. The value obtained for the calculated total energy is -133972.12099 eV.

Results of the Löwdin charge analysis, in e, for atoms 1 through 8: atom 1 (Ru): 1.227, atom 2 (O): -0.274, atom 3 (S): 0.633, atom 4 (O): -0.277, atom 5 (N): -0.216, atom 6 (C): -0.230, atom 7 (C): -0.013, atom 8 (C): -0.058

C5H9N5O in the gas phase in a non-equilibrium geometry, computed with ωB97M-V/def2-TZVPD.

Cartesian coordinates (Å):
C1 1.0201 -2.3553 0.3992
C2 2.0923 -1.4527 0.2779
C3 -0.7788 0.5187 -0.2589
C4 -3.0758 1.3624 0.2823
C5 -2.2435 0.1201 -0.0756
N1 -0.1104 -1.7548 0.2409
N2 0.1283 -0.4737 0.0396
N3 1.4284 -0.2949 0.0423
N4 3.2003 0.9263 -0.1877
N5 1.8344 0.8518 -0.3684
O1 -0.4695 1.6242 -0.5735
H1 1.0517 -3.4146 0.4479
H2 3.0889 -1.5034 0.0638
H3 -3.0987 2.0999 -0.4458
H4 -4.1028 0.9896 0.5947
H5 -2.5322 1.8327 1.0300
H6 -2.5006 -0.4163 -0.9871
H7 -2.1857 -0.6829 0.6939
H8 3.7444 0.1613 -0.6930
H9 3.5091 1.8615 -0.5223

As for the total charge: 0. As for the relative energy (zero: lowest compared OMol25 entry of this formula, charge and spin): 113.0 kcal/mol. The LUMO energy (spin up / spin down) is 0.72 / 0.72 eV. The largest force on an atom is 3.85 eV/A. The value obtained for the calculated total energy is -14824.10132 eV.

Results of the natural (NBO) charge analysis, in e, for atoms 1 through 8: atom 1 (C): 0.000, atom 2 (C): -0.258, atom 3 (C): 0.669, atom 4 (C): -0.598, atom 5 (C): -0.491, atom 6 (N): -0.287, atom 7 (N): -0.087, atom 8 (N): 0.110

C2H4OS2 in the gas phase in a non-equilibrium geometry, computed with ωB97M-V/def2-TZVPD.

Cartesian coordinates (Å):
C1 0.1310 -0.2613 0.1384
C2 1.4726 0.2243 0.2975
O1 -0.3178 2.4709 -0.5553
S1 -0.8444 1.1883 -1.0207
S2 1.6341 1.6402 1.1722
H1 -0.0833 -1.1539 -0.3230
H2 -0.3510 -0.1796 1.1113
H3 2.3543 -0.1366 -0.1451
H4 -2.1122 1.1987 -0.2723

As for the total charge: 0. As for the relative energy (zero: lowest compared OMol25 entry of this formula, charge and spin): 62.1 kcal/mol. The LUMO energy is -0.67 eV. The largest force on an atom is 3.31 eV/A. The value obtained for the calculated total energy is -25853.80132 eV.

Results of the natural (NBO) charge analysis, in e, for atoms 1 through 8: atom 1 (C): -0.577, atom 2 (C): -0.327, atom 3 (O): -0.912, atom 4 (S): 1.012, atom 5 (S): 0.084, atom 6 (H): 0.215, atom 7 (H): 0.249, atom 8 (H): 0.211

A molecular structure, H8O16S3Zn in a non-equilibrium geometry, computed with ωB97M-V/def2-TZVPD.

Cartesian coordinates (Å):
Zn1 0.3224 0.5237 0.7782
S1 4.7155 1.0959 -0.2636
O1 4.7249 1.8815 -1.4820
O2 4.8148 -0.3105 -0.6039
O3 5.9360 1.3742 0.5182
O4 3.4430 1.4122 0.3922
S2 -3.8682 -1.2169 1.3700
O5 -2.7266 -0.3201 1.0415
O6 -4.9936 -0.4390 1.9061
O7 -4.3345 -2.0403 0.2081
O8 -3.3583 -2.1172 2.3924
S3 0.5288 -3.6223 -0.9489
O9 -0.7414 -3.2973 -1.5182
O10 0.6360 -4.9468 -0.3083
O11 1.5466 -3.4840 -2.0530
O12 0.6905 -2.5843 0.1082
O13 -3.3629 1.7753 -2.6437
H1 -2.9917 1.4911 -1.8084
H2 -3.7993 0.9968 -2.9896
O14 0.3882 0.3164 3.8147
H3 -0.3560 -0.0076 4.3221
H4 1.1456 0.1757 4.3829
O15 -0.2592 3.5304 0.5826
H5 -0.5293 3.9358 -0.2413
H6 0.3695 4.1465 0.9585
O16 0.4757 0.6255 -2.3129
H7 0.3644 -0.0433 -2.9886
H8 1.2190 1.1486 -2.6132

As for the total charge: -4. As for the relative energy (zero: lowest compared OMol25 entry of this formula, charge and spin): 204.9 kcal/mol. The LUMO energy is 6.48 eV. The largest force on an atom is 3.02 eV/A. The value obtained for the calculated total energy is -113800.58045 eV.

Results of the natural (NBO) charge analysis, in e, for atoms 1 through 8: atom 1 (Zn): 0.947, atom 2 (S): 2.599, atom 3 (O): -1.136, atom 4 (O): -1.083, atom 5 (O): -1.126, atom 6 (O): -1.093, atom 7 (S): 2.572, atom 8 (O): -1.063

2 unconnected molecules or ions with the total composition C3H8OS in a non-equilibrium geometry, computed with ωB97M-V/def2-TZVPD.

Cartesian coordinates (Å):
C1 -2.0262 0.1764 1.4674
C2 -2.0840 0.2026 -0.0244
O1 -1.6336 1.1272 -0.6357
H1 -1.5293 1.1110 1.6875
H2 -1.3407 -0.6392 1.7291
H3 -2.9559 -0.1832 1.8953
H4 -2.6379 -0.5027 -0.6641
C3 2.7306 -1.0542 0.0043
S1 1.3816 0.0311 -0.5912
H5 2.9181 -1.8845 -0.6808
H6 3.5512 -0.3740 0.1551
H7 2.5029 -1.6620 0.8874
H8 0.0896 0.3708 -0.6813

As for the total charge: 0. As for the relative energy (zero: lowest compared OMol25 entry of this formula, charge and spin): 64.4 kcal/mol. The LUMO energy is 0.49 eV. The SMILES is CC=O.CS. The largest force on an atom is 4.02 eV/A. The value obtained for the calculated total energy is -16120.44506 eV.

Results of the natural (NBO) charge analysis, in e, for atoms 1 through 8: atom 1 (C): -0.736, atom 2 (C): 0.450, atom 3 (O): -0.549, atom 4 (H): 0.254, atom 5 (H): 0.243, atom 6 (H): 0.243, atom 7 (H): 0.128, atom 8 (C): -0.641

A molecular structure, C8H6CuF7N5O5S2, computed with ωB97M-V/def2-TZVPD.

Cartesian coordinates (Å):
Cu1 0.6937 -0.9808 -0.3958
N1 -0.9583 -2.6105 1.4457
N2 -1.4161 -1.6158 2.3263
C1 -0.8941 -0.3397 2.3712
N3 -1.5736 0.4631 3.2561
N4 0.1068 -0.0187 1.6117
N5 0.7524 1.1876 1.9024
O1 0.9048 1.9753 0.7450
O2 0.5963 1.8413 2.9538
H1 -0.9335 -2.2444 0.4919
H2 0.0096 -2.8142 1.6830
H3 -2.4180 -1.6378 2.4296
H4 -1.9604 -0.0513 4.0321
H5 -1.0455 1.2878 3.5236
O3 4.4690 2.8860 -0.8065
S1 3.8782 2.4574 0.4495
O4 4.6460 1.4493 1.1511
O5 3.3289 3.5078 1.2786
S2 2.1013 1.4126 -0.2951
F1 1.5994 -3.7654 -0.4121
C2 1.9556 -2.4604 0.0511
F2 2.0787 -2.6929 1.4660
H6 3.0058 -2.3785 -0.2668
F3 -2.4517 -0.2726 -0.1723
C3 -1.9477 0.0442 -1.4034
C4 -0.6302 -0.2321 -1.7051
C5 -0.2717 0.1086 -2.9974
F4 0.9837 -0.1260 -3.4484
C6 -1.1314 0.6887 -3.9179
F5 -0.7349 1.0021 -5.1711
C7 -2.4394 0.9478 -3.5492
F6 -3.3006 1.5052 -4.4304
C8 -2.8595 0.6189 -2.2746
F7 -4.1437 0.8575 -1.9226

As for the total charge: -2. As for the relative energy (zero: lowest compared OMol25 entry of this formula, charge and spin): 4.3 kcal/mol. The LUMO energy (spin up / spin down) is 4.94 / 4.92 eV. The spin multiplicity is 2. The largest force on an atom is 0.46 eV/A. The value obtained for the calculated total energy is -111409.31890 eV.

Results of the natural (NBO) charge analysis, in e, for atoms 1 through 8: atom 1 (Cu): 0.613, atom 2 (N): -0.661, atom 3 (N): -0.458, atom 4 (C): 0.585, atom 5 (N): -0.837, atom 6 (N): -0.477, atom 7 (N): 0.442, atom 8 (O): -0.500

> Number 6 is which compound?

C8H6CuF7N5O5S2